No. 1
ORCA calculation (the ωB97M-V functional and the def2-TZVPD basis) on the ion C4H10N3 with charge +1.

For the HOMO energy, the calculation gives -14.229 eV. The strongest force on any atom is 3.7 eV Å⁻¹. The LUMO energy is -3.84 eV. The value obtained for the molar mass is 100.14 g mol⁻¹. The energy above the lowest of the compared OMol25 structures with the same formula, charge and spin comes out at 106.33 kcal per mole. As for the structure (SMILES): C[NH+]=C1N(C)N1C. Its spin multiplicity is 1. As for the total charge: +1.

XYZ file:
```
17
C4H10N3 (the ωB97M-V functional and the def2-TZVPD basis)
C 0.35908 0.62426 0.05577
C 0.03349 0.15447 -2.38466
C 0.33779 -1.85218 -0.08338
C -0.50766 0.97728 2.27854
N 0.82899 0.46470 -1.24872
N 0.92852 -0.52339 -0.02971
N -0.06443 1.42332 0.93420
H -0.33609 1.15413 -2.70027
H 0.70955 -0.27489 -3.04687
H -0.89304 -0.44249 -2.13789
H 1.14970 -2.46357 -0.61982
H 0.33674 -2.20425 0.97101
H -0.63433 -1.93282 -0.67854
H -1.49047 0.49864 2.29280
H -0.46120 1.85084 2.80439
H 0.15595 0.18893 2.83564
H -0.45259 2.35700 0.75750
```

No. 2
ORCA calculation (the ωB97M-V functional and the def2-TZVPD basis) on a structure of composition C21H56BCuF4O21S7.

For the HOMO energy (alpha / beta), the calculation gives -2.329 / -10.345 eV. The strongest force on any atom is 4.9 eV Å⁻¹. The LUMO energy (alpha / beta) is 0.36 / -1.42 eV. The value obtained for the molar mass is 1019.48 g mol⁻¹. Its spin multiplicity is 3. As for the total charge: 0.

XYZ file:
```
111
C21H56BCuF4O21S7 (the ωB97M-V functional and the def2-TZVPD basis)
Cu -4.19196 -33.48886 -1.46060
B -4.39208 -30.95829 -0.27916
F -3.17122 -31.49821 -0.47285
F -5.25828 -31.59793 -1.17607
F -4.65582 -31.18599 1.03439
F -4.36250 -29.62108 -0.57928
O -2.07961 -33.78711 -1.45934
S -0.62103 -33.87594 -1.29377
O 0.27361 -33.24112 -2.30065
O -0.25129 -33.25750 0.19002
C 0.94886 -32.49614 0.31712
C 1.06483 -32.35469 1.81350
C -0.02376 -35.71021 -1.17459
H 0.67507 -31.59262 -0.22766
H 1.77845 -32.95776 -0.21841
H 0.98444 -33.33313 2.28709
H 0.21286 -31.76069 2.14428
H 2.03347 -31.92898 2.07544
H -0.77842 -36.15529 -0.52614
H 0.94221 -35.71805 -0.66966
H -0.06807 -36.22562 -2.13401
O -5.28085 -35.82853 -5.34205
S -4.01772 -35.42699 -4.75331
O -4.02246 -34.52774 -3.55816
O -3.24679 -36.84023 -4.35129
C -3.14518 -37.88743 -5.32232
C -3.43301 -39.16894 -4.55275
C -2.86988 -34.87941 -6.03202
H -2.18633 -37.82000 -5.83629
H -3.86481 -37.77250 -6.13289
H -2.63254 -39.47400 -3.87873
H -3.75371 -39.93366 -5.26017
H -4.34053 -39.00544 -3.97156
H -3.23464 -35.37070 -6.93406
H -1.85040 -35.11620 -5.72756
H -2.92340 -33.79293 -6.10132
O -6.48609 -33.87355 -0.39793
S -7.79594 -33.69980 0.22552
O -9.05261 -33.67646 -0.51693
O -7.93817 -34.86259 1.40901
C -9.17401 -35.53062 1.50946
C -8.89127 -36.59143 2.58336
C -7.61489 -32.14605 1.24096
H -9.43941 -36.02271 0.57378
H -10.02294 -34.91072 1.79781
H -8.36173 -36.14153 3.42317
H -8.22009 -37.36697 2.21437
H -9.79631 -37.10272 2.91138
H -8.57702 -32.01712 1.73672
H -7.34441 -31.35182 0.54516
H -6.84652 -32.26939 2.00417
O -3.06478 -35.61161 2.48858
S -3.52163 -34.25756 2.18403
O -3.65115 -33.82804 0.77571
O -5.07825 -34.04279 2.81915
C -5.44428 -34.41019 4.12722
C -5.12617 -35.90760 4.46938
C -2.52628 -32.96921 3.09451
H -6.52586 -34.29477 4.19775
H -5.03636 -33.75048 4.89304
H -5.68032 -36.22852 5.35143
H -4.11105 -36.19178 4.74667
H -5.28217 -36.54930 3.60220
H -2.78164 -31.96494 2.75641
H -1.52599 -33.16497 2.70824
H -2.57671 -33.03599 4.18130
O -4.27239 -35.62725 -1.14366
S -4.53238 -37.06607 -1.07464
O -5.35051 -37.78963 -2.04706
O -3.10926 -37.88947 -0.73921
C -3.09769 -39.22491 -0.34512
C -2.14986 -39.38529 0.80052
C -5.35090 -37.32100 0.54508
H -2.62568 -39.66152 -1.22528
H -4.03291 -39.75138 -0.15464
H -1.09476 -39.50574 0.55485
H -2.44434 -40.25835 1.38287
H -2.20526 -38.57280 1.52501
H -5.62683 -38.37453 0.59033
H -6.21840 -36.67427 0.67651
H -4.53571 -37.11298 1.23811
O -6.72729 -32.76398 -5.44901
S -7.24126 -32.90355 -4.11761
O -6.41824 -32.98972 -2.91679
O -8.39637 -31.71640 -3.92236
C -8.71428 -31.13723 -2.64650
C -10.20804 -30.89229 -2.51610
C -8.37123 -34.37019 -4.00835
H -8.10630 -30.23474 -2.58356
H -8.33336 -31.68747 -1.78612
H -10.69116 -30.25861 -3.25983
H -10.59948 -30.76486 -1.50683
H -10.63398 -31.81697 -2.90551
H -9.18109 -34.28824 -4.73327
H -8.84295 -34.17052 -3.04621
H -7.81352 -35.30374 -3.93403
O -3.47174 -32.01957 -3.11589
S -2.60616 -31.12062 -3.98031
O -1.55780 -31.63771 -4.87620
O -3.53463 -30.04329 -4.74044
C -4.52694 -29.39193 -3.95811
C -4.22815 -27.93302 -4.09957
C -1.64774 -30.06002 -2.78756
H -4.61598 -29.74417 -2.93045
H -5.48808 -29.75483 -4.32227
H -4.52473 -27.70794 -5.12401
H -3.15650 -27.78185 -3.96989
H -4.81392 -27.32796 -3.40757
H -0.85601 -30.64394 -2.31820
H -2.32772 -29.61243 -2.06273
H -1.08538 -29.29380 -3.32120
```

No. 3
ORCA calculation (the ωB97M-V functional and the def2-TZVPD basis) on the molecule C17H25N5O2S.

For the HOMO energy, the calculation gives -8.035 eV. The strongest force on any atom is 4.6 eV Å⁻¹. The LUMO energy is 0.54 eV. The value obtained for the molar mass is 363.49 g mol⁻¹. The energy above the lowest of the compared OMol25 structures with the same formula, charge and spin comes out at 41.54 kcal per mole. As for the structure (SMILES): OCCCCNc1ncc(-c2nccs2)c(N[C@H]2CC[C@@H](O)CC2)n1. Its spin multiplicity is 1. As for the total charge: 0.

XYZ file:
```
50
C17H25N5O2S (the ωB97M-V functional and the def2-TZVPD basis)
N -1.01872 -3.43881 2.98301
N 2.24036 0.21824 2.48931
N 0.51442 0.06042 0.87574
O 2.96772 4.28627 -3.71366
O -3.41128 -2.12702 -3.23499
S 1.31335 -3.92770 3.89180
C 0.22320 -2.94545 3.03136
C -1.09721 -4.62005 3.77024
C 0.03402 -5.09683 4.24046
C 1.51550 0.67282 1.49905
C 1.79753 -0.95280 3.03327
C 0.00325 -1.06236 1.47498
C 0.68762 -1.62335 2.49295
N 1.76304 1.87487 0.88635
N -1.06897 -1.60568 0.93056
C 3.01523 4.74570 -2.38111
C 3.15795 2.47324 0.68595
C 2.94563 3.48897 -1.54127
C 3.18601 3.78263 -0.06944
C -2.19597 -0.10593 -2.41106
C -4.18017 -1.17728 -1.21333
C -1.20148 -0.83200 -1.43238
C -3.19344 -1.76923 -0.22739
C -3.54676 -0.82328 -2.55290
C -1.89425 -1.03654 -0.09801
H 2.84655 5.11894 -4.23513
H -3.43576 -2.02591 -4.20237
H -2.02700 -5.03537 4.02743
H 0.27546 -6.11603 4.72699
H 2.45943 -1.34017 3.76902
H 1.18964 1.85345 0.08040
H -1.44896 -2.38475 1.42597
H 2.18384 5.39616 -2.20517
H 3.93056 5.26058 -2.25182
H 3.74228 1.80337 0.20049
H 3.46023 2.78235 1.66227
H 3.73696 2.69461 -1.86775
H 2.02481 2.90090 -1.66446
H 4.11089 4.42538 0.08769
H 2.28709 4.35882 0.24922
H -2.34659 0.96086 -2.17918
H -1.70255 -0.00190 -3.45962
H -4.53312 -0.20618 -0.72967
H -4.96920 -1.88965 -1.34898
H -0.18328 -0.46730 -1.41436
H -1.07369 -1.88024 -1.72090
H -3.59674 -1.73478 0.73284
H -3.07561 -2.87239 -0.54033
H -4.25351 -0.04319 -2.93920
H -2.15831 -0.01639 0.38711
```

No. 4
ORCA calculation (the ωB97M-V functional and the def2-TZVPD basis) on a cluster of 3 separate species, C16H20N2O5P in total.

For the HOMO energy, the calculation gives -12.224 eV. The strongest force on any atom is 2.9 eV Å⁻¹. The LUMO energy is -4.90 eV. The value obtained for the molar mass is 351.32 g mol⁻¹. Its spin multiplicity is 1. As for the total charge: +1.

XYZ file:
```
44
C16H20N2O5P (the ωB97M-V functional and the def2-TZVPD basis)
N -3.53571 -2.55495 1.18554
P -1.99878 -2.91021 0.89599
C -1.23302 -1.50932 -0.10794
C -1.35010 -0.13374 0.58978
O -0.34527 0.15562 1.54091
C 0.93065 -0.35309 1.19363
C 1.10798 -0.72340 -0.29187
N 0.16671 -1.84766 -0.56490
H -3.60868 -2.56880 2.20104
H -1.25242 -3.07449 2.09810
H -1.84556 -4.05589 0.05445
H -1.85426 -1.45166 -1.01313
H -1.47427 0.65941 -0.15947
H -2.29983 -0.16611 1.13821
H 1.74811 0.32126 1.46323
H 1.08404 -1.27196 1.79156
H 0.86915 0.08336 -0.98676
H 2.11982 -1.10908 -0.43991
H 0.48887 -2.63118 0.00332
H 0.15207 -2.17171 -1.54541
C -2.06653 -1.18671 -5.68272
C -1.51749 -1.92690 -4.72059
C -0.18016 -1.60789 -4.18198
O 0.32639 -2.29202 -3.29635
C 0.53156 -0.44251 -4.74371
C -0.01402 0.30026 -5.70579
C -1.35656 -0.01525 -6.24841
O -1.85392 0.65775 -7.11846
H -3.04494 -1.40273 -6.09243
H -2.01944 -2.78711 -4.29490
H 1.51148 -0.22990 -4.33432
H 0.49050 1.15810 -6.13170
C 2.83773 4.04490 4.34562
C 2.48964 3.64720 5.56881
C 1.40221 2.66344 5.77541
O 1.08290 2.30014 6.88563
C 0.71654 2.13738 4.57190
C 1.06500 2.53642 3.35045
C 2.15232 3.51861 3.14434
O 2.46903 3.87416 2.02733
H 3.62947 4.76259 4.17352
H 2.97896 4.01931 6.45959
H -0.07560 1.41901 4.74277
H 0.57543 2.16533 2.45961
```